No. 1
# C28H25Cl4N5O4SSiSn

C28H25Cl4N5O4SSiSn as an isolated structure (ωB97M-V/def2-TZVPD, OMol25).

Each line ends with the natural charge from an NBO analysis.
Geometry (Å):
Sn1 -0.604635 0.431346 -1.351676  1.31
C1 3.362049 1.216185 1.663332  -0.70
C2 2.252695 0.691312 0.798184  0.30
N1 1.012067 0.751895 1.125732  -0.29
N2 0.800221 1.443417 2.306023  -0.35
C3 -0.297880 1.346714 2.938951  0.56
O1 -1.351482 0.556114 2.583771  -0.87
C4 -0.493833 2.165480 4.153491  -0.06
C5 0.577408 2.399069 5.012496  -0.19
C6 0.394447 3.160692 6.154721  -0.21
C7 -0.851422 3.705379 6.437495  -0.19
C8 -1.914732 3.490977 5.571226  -0.21
C9 -1.741169 2.712108 4.438731  -0.20
C10 2.642104 0.044807 -0.488519  0.15
C11 3.989811 -0.061736 -0.804487  -0.22
C12 4.378430 -0.730509 -1.955758  -0.14
C13 3.411341 -1.264721 -2.778187  -0.22
C14 2.083151 -1.081482 -2.427405  0.08
N3 1.706014 -0.450274 -1.320246  -0.49
H1 2.961984 1.590457 2.595787  0.26
H2 3.870368 2.034158 1.146291  0.24
H3 4.094923 0.434878 1.869667  0.23
H4 1.542114 1.967429 4.779271  0.22
H5 1.227438 3.333698 6.825433  0.22
H6 -0.991591 4.299263 7.332111  0.22
H7 -2.879855 3.936544 5.775225  0.22
H8 -2.568081 2.546542 3.758946  0.22
H9 4.737189 0.373864 -0.158581  0.23
H10 5.429057 -0.833137 -2.196917  0.23
H11 3.665432 -1.801188 -3.680745  0.24
H12 1.283922 -1.446303 -3.064719  0.24
C15 2.310277 -3.684190 1.372223  -0.63
C16 2.524603 -4.266206 0.007929  -0.05
C17 3.758024 -4.749699 -0.391341  -0.22
C18 3.928879 -5.294694 -1.656094  -0.06
Cl1 5.501144 -5.874067 -2.131132  -0.02
C19 2.872717 -5.362452 -2.539125  -0.22
C20 1.629515 -4.870071 -2.159364  -0.28
C21 1.449272 -4.332175 -0.890799  0.30
O2 0.255511 -3.868089 -0.428902  -0.49
C22 -0.835342 -3.940884 -1.341514  -0.17
C23 -0.773027 -2.867664 -2.456614  0.78
O3 -0.629235 -3.214842 -3.619494  -0.64
O4 -0.916185 -1.647373 -2.032457  -0.90
H13 3.255742 -3.578520 1.906105  0.21
H14 1.649599 -4.325824 1.958609  0.23
H15 1.824145 -2.712330 1.293657  0.23
H16 4.597360 -4.717877 0.293666  0.22
H17 3.011964 -5.793544 -3.522279  0.23
H18 0.816784 -4.885109 -2.874566  0.25
H19 -1.726263 -3.752831 -0.746426  0.21
H20 -0.886218 -4.939559 -1.774689  0.19
Cl2 -0.384037 -2.093460 3.527504  -0.33
Si1 -1.913325 -0.810732 3.307557  1.62
Cl3 -3.355853 -1.489028 2.096658  -0.32
Cl4 -2.672960 -0.396705 5.132605  -0.34
C24 -1.828985 6.211370 -4.108869  -0.65
C25 -1.745570 4.741578 -3.817325  0.29
C26 -2.852694 3.909077 -3.999474  -0.35
C27 -2.704239 2.591516 -3.629655  0.10
N4 -1.556298 2.114859 -3.151409  -0.57
C28 -0.518692 2.969149 -3.048155  0.27
S1 0.956069 2.284835 -2.455227  -0.32
N5 -0.591040 4.273445 -3.352240  -0.49
H21 -2.244116 6.387108 -5.102113  0.22
H22 -0.842330 6.660913 -4.036396  0.24
H23 -2.487695 6.687973 -3.379373  0.23
H24 -3.784660 4.285111 -4.399454  0.22
H25 -3.520325 1.879613 -3.706471  0.20

Forces on the atoms, in the same order (eV/Å):
Sn 0.2 -0.1 0.3
C 0.1 0.1 -0.1
C -0.1 0.0 0.2
N -0.1 -0.2 -0.2
N -0.2 0.3 0.2
C 0.2 -0.2 -0.2
O 0.0 -0.2 -0.2
C 0.0 0.1 0.1
C 0.0 0.0 0.0
C 0.0 0.0 0.0
C 0.0 0.0 0.0
C 0.0 0.0 0.0
C 0.0 0.1 -0.1
C 0.0 -0.2 -0.1
C 0.1 0.0 0.0
C 0.1 0.0 0.0
C 0.0 0.0 0.0
C -0.2 -0.1 -0.1
N -0.1 0.1 0.4
H 0.0 0.0 0.0
H 0.0 0.0 0.0
H 0.0 0.0 0.0
H 0.0 0.0 0.0
H 0.0 0.0 0.0
H 0.0 0.0 0.0
H 0.0 0.0 0.0
H 0.0 0.0 0.0
H 0.0 -0.1 0.0
H 0.0 0.0 0.0
H 0.0 0.0 0.0
H 0.0 0.0 0.0
C 0.0 0.0 0.0
C -0.1 0.1 0.0
C 0.1 0.0 0.0
C 0.0 0.1 0.0
Cl 0.0 0.0 0.0
C 0.1 0.0 0.0
C -0.1 0.0 -0.1
C 0.2 -0.1 -0.1
O 0.0 0.2 -0.1
C -0.1 0.2 0.1
C 0.0 0.1 -0.2
O 0.0 0.2 0.3
O 0.2 -0.1 0.0
H 0.0 0.0 0.0
H 0.0 0.0 0.0
H 0.0 0.1 0.1
H 0.0 0.0 0.0
H 0.0 0.1 0.0
H 0.1 0.0 0.0
H 0.0 0.0 0.1
H -0.1 0.0 -0.1
Cl 0.2 -0.2 0.0
Si 0.2 0.6 -0.1
Cl -0.1 -0.2 -0.2
Cl -0.1 -0.1 0.1
C 0.0 -0.1 0.0
C 0.1 -0.1 0.0
C 0.0 0.0 0.0
C 0.0 0.0 0.0
N 0.0 0.0 -0.1
C -0.4 0.2 -0.1
S -0.1 -0.3 0.1
N 0.0 0.0 0.0
H 0.0 0.0 0.0
H 0.0 0.0 0.0
H 0.0 0.0 0.0
H 0.0 0.0 0.0
H 0.0 0.0 0.0

## Properties
Spin multiplicity: 1
Charge: 0

No. 2
# C2H3N3O

C2H3N3O in the gas phase at a distorted geometry (ωB97M-V/def2-TZVPD, OMol25).

Each line ends with the natural charge from an NBO analysis.
Geometry (Å):
H1 -2.324730 0.519920 -0.753681  0.35
N1 -1.449036 0.484065 -1.341188  -0.68
C1 -0.593744 0.229506 -0.501371  0.63
N2 -0.342786 -0.709125 0.566131  -0.47
N3 0.884740 -0.589687 1.127939  -0.26
C2 1.522055 -0.061881 0.182777  0.32
O1 0.727315 0.643928 -0.873507  -0.47
H2 -0.953573 -0.637454 1.443884  0.39
H3 2.529759 0.120728 0.149016  0.19

Forces on the atoms, in the same order (eV/Å):
H 0.2 -0.7 -1.5
N -4.0 1.3 1.2
C 5.3 -0.9 -0.4
N -5.2 1.2 3.3
N 1.7 -0.5 -2.0
C -1.2 3.0 -1.7
O 0.9 -3.5 3.6
H 0.0 -0.4 -2.3
H 2.2 0.5 -0.2

## Properties
SMILES: [H]/N=c1\[nH]nco1
Spin multiplicity: 1
Charge: 0

What calculated total energy values result from the calculations? In sequence: -119723.0859; -8637.6886 eV.
What energy above the lowest of the compared OMol25 structures with the same formula, charge and spin values result from the calculations? In sequence: 17.5; 64.7 kcal per mole.